# 1
A cluster of 2 separate species, C27H21F4N2O in total, computed with the ωB97M-V functional and the def2-TZVPD basis.

XYZ file:
```
55
Properties=species:S:1:pos:R:3
F -2.925 6.795 -2.319
C -3.395 5.504 -2.228
C -4.767 5.296 -2.344
C -5.168 3.965 -2.225
F -6.521 3.721 -2.313
C -4.308 2.923 -1.895
C -2.923 3.168 -1.719
C -2.015 2.066 -1.469
C -0.700 2.219 -1.218
C 0.242 1.089 -1.066
C 1.698 1.414 -1.266
C 2.523 0.514 -1.926
C 3.881 0.794 -2.067
F 4.671 -0.113 -2.731
C 4.499 1.927 -1.540
C 3.635 2.806 -0.893
F 4.181 3.897 -0.256
C 2.259 2.589 -0.766
C -2.481 4.507 -1.897
H -5.459 6.126 -2.461
H -4.693 1.907 -1.862
H -2.421 1.047 -1.527
H -0.285 3.201 -1.053
H -0.093 0.297 -1.738
H 2.100 -0.410 -2.307
H 5.578 2.076 -1.569
H 1.601 3.333 -0.317
H -1.420 4.736 -1.863
H 0.164 0.690 -0.084
C -0.228 -0.271 1.545
H -0.482 0.738 1.938
C -1.220 -1.079 0.977
C -1.095 -2.457 1.077
N -0.030 -3.026 1.703
C 0.067 -4.442 1.846
C -0.249 -5.242 0.755
C -0.041 -6.618 0.858
C 0.408 -7.162 2.061
C 0.695 -6.341 3.154
C 0.580 -4.957 3.028
C 1.020 -2.230 2.075
C 1.042 -0.877 1.794
C 2.360 -0.168 2.015
N 2.307 1.198 1.971
O 3.396 -0.803 2.201
H -2.135 -0.654 0.565
H -1.877 -3.161 0.816
H -0.638 -4.766 -0.147
H -0.221 -7.249 -0.001
H 0.527 -8.233 2.141
H 1.009 -6.752 4.106
H 0.830 -4.276 3.841
H 1.839 -2.694 2.612
H 1.480 1.775 1.963
H 3.201 1.665 2.026
```

Total charge   +1
Calculated total energy   -44229.9761 eV
Multiplicity   1

Atom charges from the Mulliken analysis, given in e for atoms 1 to 6: F -0.296; C 0.305; C -0.577; C 0.322; F -0.297; C -0.831

# 2
A cluster of 2 separate species, C27H21F4O2P in total, computed with the ωB97M-V functional and the def2-TZVPD basis.

XYZ file:
```
55
Properties=species:S:1:pos:R:3
C 5.877 0.932 0.354
C 4.456 0.449 0.311
C 3.722 0.273 1.490
C 2.405 -0.177 1.440
C 1.766 -0.375 0.198
P -0.054 -0.661 0.208
C -0.645 1.081 0.310
C -2.040 1.290 0.352
C -2.568 2.570 0.204
C -1.718 3.676 0.092
C -2.277 5.059 -0.074
C -0.334 3.481 0.136
C 0.203 2.201 0.281
C -0.327 -0.972 -1.588
C -0.061 -2.271 -2.071
C -0.028 -2.522 -3.440
C -0.337 -1.508 -4.353
C -0.303 -1.768 -5.831
C -0.674 -0.238 -3.875
C -0.699 0.025 -2.505
C 2.528 -0.271 -0.978
C 3.849 0.172 -0.918
H 6.277 0.991 -0.661
H 5.970 1.924 0.810
H 6.514 0.251 0.929
H 4.185 0.512 2.448
H 1.844 -0.355 2.357
H -2.701 0.431 0.467
H -3.647 2.716 0.152
H -1.461 5.782 -0.132
H -2.882 5.160 -0.982
H -2.916 5.337 0.772
H 0.323 4.345 0.031
H 1.284 2.073 0.338
H 0.151 -3.066 -1.356
H 0.261 -3.506 -3.811
H -0.581 -0.862 -6.373
H 0.689 -2.078 -6.179
H -1.006 -2.559 -6.115
H -0.896 0.555 -4.590
H -0.978 1.018 -2.154
H 2.080 -0.502 -1.944
H 4.418 0.329 -1.835
O -4.405 -1.574 5.711
C -3.521 -1.963 4.935
C -2.095 -1.837 5.228
F -1.771 -1.264 6.402
C -1.132 -2.256 4.375
F 0.171 -2.121 4.698
C -1.424 -2.845 3.073
O -0.537 -3.183 2.270
C -2.848 -3.008 2.798
F -3.174 -3.591 1.628
C -3.815 -2.585 3.645
F -5.116 -2.715 3.322
```

Calculated total energy   -52591.4532 eV
Multiplicity   1
Structure (SMILES)   Cc1ccc(P(c2ccc(C)cc2)c2ccc(C)cc2)cc1.O=C1C(F)=C(F)C(=O)C(F)=C1F

Atom charges from the Mulliken analysis, given in e for atoms 1 to 6: C -1.398; C 1.037; C -0.699; C -0.220; C -0.056; P 0.169

# 3
A cluster of 6 separate species, C27H22BF4O17 in total, computed with the ωB97M-V functional and the def2-TZVPD basis.

XYZ file:
```
71
Properties=species:S:1:pos:R:3
B 11.171 1.348 2.575
F 11.500 0.527 3.653
F 11.315 2.718 2.992
F 11.883 1.009 1.562
F 9.781 1.065 2.324
C 17.355 4.624 2.755
C 17.855 3.197 2.488
C 16.935 2.075 2.243
O 17.226 0.877 2.177
C 15.540 2.370 2.273
C 14.992 3.819 2.491
C 16.033 4.922 2.740
O 15.585 6.111 2.928
O 13.671 4.152 2.666
O 19.259 2.847 2.626
H 18.213 5.272 2.956
H 14.806 1.508 2.233
H 12.965 3.582 2.552
H 19.553 2.174 2.226
C 16.036 -3.368 3.067
C 14.524 -2.882 3.170
C 13.401 -3.898 2.835
O 12.225 -3.576 3.092
C 13.721 -5.178 2.375
C 15.187 -5.569 2.169
C 16.258 -4.688 2.511
O 17.436 -4.980 2.204
O 15.450 -6.602 1.265
O 14.048 -1.671 3.614
H 16.871 -2.630 3.238
H 12.809 -5.564 1.868
H 16.385 -6.745 0.995
H 13.169 -1.550 3.675
C 5.237 2.679 -2.406
C 4.816 1.193 -2.490
C 5.830 0.268 -2.021
O 5.593 -0.908 -2.216
C 7.121 0.660 -1.480
C 7.452 2.122 -1.404
C 6.493 3.186 -1.956
O 6.844 4.331 -2.135
O 8.352 2.741 -0.521
O 3.584 0.769 -2.887
H 4.548 3.429 -2.853
H 7.778 -0.260 -1.156
H 8.948 2.081 -0.085
H 3.626 -0.093 -2.677
C 8.228 7.200 0.155
C 9.443 7.254 -0.622
C 10.555 6.440 -0.279
O 11.574 6.478 -0.953
C 10.416 5.630 0.878
C 9.184 5.602 1.744
C 8.043 6.449 1.313
O 6.959 6.440 1.950
O 9.079 4.791 2.908
O 9.536 7.988 -1.870
H 7.328 7.673 -0.120
H 11.323 4.960 1.070
H 9.836 4.226 2.869
H 10.449 7.805 -2.111
C 11.511 1.482 6.821
C 10.752 1.237 8.014
O 11.192 0.750 9.146
C 9.199 1.441 7.933
H 12.486 1.498 7.053
H 11.143 2.473 6.330
H 11.201 0.554 6.358
H 8.875 1.823 8.979
H 8.644 0.614 7.791
H 8.973 2.423 7.330
```

Energy above the lowest of the compared OMol25 structures with the same formula, charge and spin   223.8 kJ/mol
Total charge   -1
Calculated total energy   -74703.6634 eV
Multiplicity   1

Atom charges from the Mulliken analysis, given in e for atoms 1 to 6: B 0.561; F -0.378; F -0.424; F -0.299; F -0.409; C -0.737

# 4
A structure of composition C27H22BrCoNO5SSe, computed with the ωB97M-V functional and the def2-TZVPD basis.

XYZ file:
```
59
Properties=species:S:1:pos:R:3
Co 0.247 -0.288 0.451
Br 2.420 1.634 0.936
C 2.447 2.075 -0.921
C 3.409 2.961 -1.324
C 3.509 3.326 -2.675
C 2.650 2.776 -3.579
C 1.653 1.851 -3.179
C 0.802 1.294 -4.149
C -0.138 0.376 -3.768
C -0.271 0.010 -2.423
C 0.485 0.549 -1.383
C 1.498 1.478 -1.806
H 4.088 3.381 -0.596
H 4.266 4.034 -2.985
H 2.712 3.037 -4.630
H 0.919 1.600 -5.183
H -0.797 -0.072 -4.504
H -1.007 -0.746 -2.187
O -1.969 3.163 6.100
C -2.215 3.565 4.950
O -2.855 4.568 4.579
C -1.696 2.643 3.796
C -1.865 3.001 2.464
C -1.350 2.197 1.464
N -0.690 1.068 1.715
C -0.547 0.697 3.002
C -1.033 1.452 4.054
C 0.230 -0.582 3.240
O 0.325 -1.057 4.364
O 0.807 -1.032 2.183
H -2.391 3.920 2.242
H -1.442 2.474 0.424
H -0.888 1.122 5.073
Se -1.817 -1.917 0.315
C -3.327 -1.067 -0.482
C -4.542 -1.759 -0.568
C -5.669 -1.189 -1.128
C -5.628 0.104 -1.633
C -4.430 0.802 -1.565
C -3.306 0.226 -1.003
H -4.592 -2.767 -0.172
H -6.592 -1.759 -1.165
H -6.510 0.558 -2.069
H -4.365 1.812 -1.956
H -2.379 0.773 -0.984
O 1.346 -1.954 -0.346
S 1.354 -3.068 0.652
C 2.175 -4.411 -0.298
C 3.642 -4.027 -0.361
C 4.003 -3.692 1.085
C 2.884 -2.817 1.644
H 1.659 -4.485 -1.253
H 2.032 -5.335 0.267
H 3.742 -3.138 -0.987
H 4.264 -4.820 -0.784
H 4.970 -3.191 1.171
H 4.065 -4.620 1.660
H 3.067 -1.749 1.524
H 2.643 -2.985 2.692
```

Energy above the lowest of the compared OMol25 structures with the same formula, charge and spin   0.0 kJ/mol
Total charge   -2
Calculated total energy   -223937.5483 eV
Multiplicity   2

Atom charges from the Mulliken analysis, given in e for atoms 1 to 6: Co 0.202; Br -0.182; C 0.435; C -0.755; C -0.503; C -0.849

# 5
A structure of composition C27H22Cl2N6O8S3V, computed with the ωB97M-V functional and the def2-TZVPD basis.

XYZ file:
```
69
Properties=species:S:1:pos:R:3
V 0.878 1.036 -0.206
Cl 3.454 -5.023 1.976
C 2.972 -3.692 0.947
C 2.653 -2.480 1.555
C 2.237 -1.404 0.769
N 1.866 -0.150 1.173
C 1.957 0.307 2.459
O 2.418 -0.320 3.425
C 1.478 1.684 2.568
C 1.370 2.309 3.806
C 0.965 3.621 3.902
C 0.663 4.301 2.683
C 0.759 3.633 1.495
N 1.158 2.342 1.378
C 2.186 -1.576 -0.645
C 2.488 -2.792 -1.232
C 2.884 -3.859 -0.423
Cl 3.266 -5.385 -1.186
N 1.886 -0.393 -1.292
C 2.100 -0.128 -2.580
O 2.411 -0.873 -3.510
C 2.148 1.380 -2.761
C 2.317 1.979 -3.996
C 2.521 3.345 -4.038
C 2.573 4.063 -2.850
C 2.367 3.393 -1.659
N 2.154 2.079 -1.619
H 2.703 -2.368 2.626
H 1.622 1.713 4.674
H 0.859 4.111 4.862
H 0.319 5.328 2.675
H 0.470 4.118 0.571
H 2.435 -2.903 -2.304
H 2.274 1.359 -4.880
H 2.627 3.854 -4.988
H 2.739 5.132 -2.842
H 2.350 3.904 -0.705
O -0.797 2.733 -3.340
S -1.212 3.176 -2.029
O -1.390 4.609 -1.895
O -0.433 2.614 -0.923
C -2.832 2.469 -1.692
C -3.921 3.243 -2.069
C -5.217 2.846 -1.781
C -5.429 1.662 -1.092
C -4.346 0.877 -0.727
C -3.042 1.262 -1.022
S -1.772 0.033 -0.593
O -1.071 0.503 0.622
O -2.520 -1.184 -0.431
O -0.792 0.054 -1.676
H -3.729 4.182 -2.571
H -6.053 3.466 -2.081
H -6.433 1.340 -0.844
H -4.494 -0.066 -0.219
C -3.077 -4.327 3.120
N -2.129 -4.695 2.092
C -1.082 -3.851 1.797
S -0.875 -2.349 2.447
N -0.218 -4.319 0.861
C -0.117 -5.688 0.424
H -3.895 -5.050 3.108
H -3.467 -3.336 2.904
H -2.628 -4.292 4.118
H -1.908 -5.677 2.049
H 0.598 -3.733 0.749
H -1.085 -6.056 0.075
H 0.264 -6.360 1.205
H 0.576 -5.729 -0.414
```

Energy above the lowest of the compared OMol25 structures with the same formula, charge and spin   94.0 kJ/mol
Total charge   -2
Calculated total energy   -136921.7079 eV
Multiplicity   4

Atom charges from the Mulliken analysis, given in e for atoms 1 to 6: V -0.098; Cl -0.271; C 0.126; C -0.726; C 0.053; N 0.722

# 6
A structure of composition C27H23Br4MoN5O6Te, computed with the ωB97M-V functional and the def2-TZVPD basis.

XYZ file:
```
67
Properties=species:S:1:pos:R:3
Mo 1.300 -0.335 0.215
O 4.875 1.565 -0.413
C 3.960 0.773 -0.341
O 2.696 1.052 -0.379
C 4.163 -0.712 -0.244
C 5.377 -1.363 -0.136
C 5.392 -2.752 -0.081
C 4.182 -3.434 -0.133
C 3.004 -2.709 -0.203
N 2.986 -1.364 -0.260
C 1.609 -3.247 -0.151
O 1.316 -4.422 -0.209
O 0.752 -2.264 -0.059
H 6.284 -0.780 -0.096
H 6.321 -3.292 0.011
H 4.125 -4.511 -0.101
Br 3.160 2.192 6.431
C 2.394 1.982 4.726
C 1.660 3.017 4.154
Br 1.415 4.631 5.093
C 1.064 2.849 2.905
Br -0.002 4.200 2.137
C 1.226 1.669 2.193
O 0.636 1.384 1.052
C 2.012 0.633 2.766
O 2.129 -0.454 2.063
C 2.554 0.787 4.038
Br 3.452 -0.685 4.787
C 0.713 -0.892 -2.769
N 0.198 -0.032 -1.665
C -1.245 -0.372 -1.504
N -2.002 -0.196 -2.717
C -1.433 -1.050 -3.751
N -0.036 -0.712 -3.988
C 0.042 0.685 -4.399
N -0.503 1.559 -3.370
C 0.245 1.378 -2.150
C -1.895 1.195 -3.143
H 0.642 -1.945 -2.466
H 1.764 -0.638 -2.956
H -1.671 0.277 -0.728
H -1.316 -1.422 -1.194
H -1.999 -0.919 -4.675
H -1.505 -2.093 -3.431
H -0.535 0.816 -5.317
H 1.085 0.954 -4.588
H -0.173 2.023 -1.369
H 1.290 1.655 -2.326
H -2.461 1.333 -4.066
H -2.319 1.842 -2.372
C -2.121 0.960 2.295
Te -0.919 -0.849 2.110
C -2.821 -1.722 1.518
C -3.813 -0.612 1.338
C -5.079 -0.871 0.827
C -6.005 0.148 0.710
C -5.676 1.431 1.111
C -4.421 1.696 1.625
C -3.482 0.678 1.733
H -1.630 1.779 1.764
H -2.197 1.235 3.348
H -3.146 -2.379 2.324
H -2.725 -2.325 0.616
H -5.336 -1.880 0.540
H -6.989 -0.062 0.323
H -6.404 2.223 1.038
H -4.165 2.691 1.957
```

Energy above the lowest of the compared OMol25 structures with the same formula, charge and spin   68.8 kJ/mol
Calculated total energy   -337429.4266 eV
Multiplicity   3

Atom charges from the Mulliken analysis, given in e for atoms 1 to 6: Mo -0.987; O -0.696; C 0.209; O -0.409; C 0.644; C -0.701

# 7
A structure of composition C27H23Cl3N9ORuSe2, computed with the ωB97M-V functional and the def2-TZVPD basis.

XYZ file:
```
66
Properties=species:S:1:pos:R:3
Ru -0.469 0.007 0.293
C 4.267 0.777 -2.336
Se 3.576 0.316 -0.576
C 2.802 2.056 -0.153
C 1.898 2.635 -1.220
Se 0.569 1.381 -1.973
C -0.698 2.814 -2.277
H 5.019 1.564 -2.277
H 3.448 1.073 -2.988
H 4.721 -0.130 -2.730
H 3.626 2.737 0.068
H 2.232 1.886 0.758
H 2.495 3.053 -2.032
H 1.293 3.433 -0.784
H -1.176 3.069 -1.332
H -1.432 2.441 -2.984
H -0.164 3.669 -2.688
N -3.132 -2.181 -0.129
C -2.684 -1.945 1.152
N -3.167 -2.566 2.214
N -2.462 -2.040 3.243
N -1.624 -1.162 2.820
N -1.742 -1.072 1.468
C -2.766 -1.445 -1.229
N -3.320 -1.608 -2.419
N -2.685 -0.708 -3.201
N -1.816 -0.056 -2.518
N -1.833 -0.499 -1.239
H -3.846 -2.875 -0.250
Cl 4.097 -4.423 4.031
C 3.034 -3.680 2.842
C 2.673 -2.351 2.978
C 1.864 -1.790 2.017
Cl 1.385 -0.116 2.180
C 1.357 -2.469 0.873
O 0.665 -1.908 -0.024
C 1.759 -3.837 0.828
Cl 1.187 -4.796 -0.511
C 2.573 -4.428 1.772
H 3.017 -1.762 3.818
H 2.846 -5.469 1.669
C -0.892 1.823 0.934
C -1.254 2.894 1.452
C -1.560 4.134 1.976
C -0.577 5.215 1.832
C 0.783 4.902 1.670
C 1.737 5.890 1.500
C 1.372 7.233 1.477
C 0.030 7.562 1.615
C -0.929 6.573 1.780
C -2.845 4.297 2.668
C -3.108 5.333 3.578
C -4.337 5.440 4.212
C -5.334 4.502 3.982
C -5.071 3.438 3.125
C -3.852 3.335 2.481
H 1.071 3.858 1.689
H 2.778 5.610 1.386
H 2.120 8.006 1.352
H -0.279 8.601 1.578
H -1.972 6.853 1.830
H -2.326 6.039 3.825
H -4.509 6.254 4.908
H -6.294 4.586 4.477
H -5.821 2.673 2.964
H -3.646 2.493 1.831
```

Energy above the lowest of the compared OMol25 structures with the same formula, charge and spin   65.6 kJ/mol
Total charge   -2
Calculated total energy   -214672.1101 eV
Multiplicity   2

Atom charges from the Mulliken analysis, given in e for atoms 1 to 6: Ru 0.888; C -0.945; Se 0.128; C -0.439; C -0.805; Se 0.123

> What is the formula in the seventh record?

C27H23Cl3N9ORuSe2